## i
Computed, not measured: 6 unconnected molecules or ions with the total composition C4H21NO6, with wB97M-V/def2-TZVPD.

ORCA input file:
```
! RIJCOSX wB97M-V def2-TZVPD def2/J DEFGRID3
* xyz 0 1
C 1.797 -0.504 -0.704
C 0.672 0.052 0.183
C -0.506 0.514 -0.673
N 1.139 1.146 1.082
C 1.535 2.396 0.393
O 2.143 3.240 1.330
H 2.162 0.203 -1.474
H 2.670 -0.811 -0.109
H 1.425 -1.417 -1.241
H 0.298 -0.746 0.910
H -1.276 0.944 -0.003
H -0.276 1.205 -1.400
H -0.977 -0.320 -1.193
H 1.928 0.801 1.689
H 2.400 2.260 -0.348
H 0.621 2.837 -0.079
H 1.532 3.355 2.114
O -2.142 -1.205 2.041
H -3.086 -1.072 2.004
H -1.756 -0.324 2.171
O -1.368 1.328 2.483
H -0.535 1.414 2.003
H -1.180 1.444 3.422
O -1.152 -2.775 0.111
H -1.496 -3.618 0.452
H -1.462 -2.151 0.783
O 0.394 -0.677 -3.643
H 0.475 -0.011 -3.005
H -0.261 -1.297 -3.266
O -1.345 -2.377 -2.538
H -1.139 -3.273 -2.893
H -1.270 -2.470 -1.575
*
```

LUMO level = 0.01317 Ha
Frontier orbital gap = 10.1 eV
SMILES = CC(C)NCO.O.O.O.O.O

***

## ii
Computed, not measured: 6 unconnected molecules or ions with the total composition C4H21NO6, with wB97M-V/def2-TZVPD.

ORCA input file:
```
! RIJCOSX wB97M-V def2-TZVPD def2/J DEFGRID3
* xyz 0 1
C 2.035 1.324 1.074
N 0.819 1.548 0.253
C 0.457 2.959 0.120
C -0.424 0.931 0.825
C -1.378 0.530 -0.272
O -2.300 -0.422 0.328
H 2.790 1.876 0.544
H 1.861 1.670 2.108
H 2.143 0.241 1.070
H 0.349 3.520 1.064
H -0.488 3.004 -0.417
H 1.104 3.492 -0.603
H -0.852 1.513 1.652
H -0.123 -0.025 1.301
H -0.858 0.048 -1.118
H -2.117 1.257 -0.586
H -2.009 -1.316 0.146
O 0.114 1.432 -3.353
H -0.533 1.295 -4.045
H -0.245 2.096 -2.754
O 1.522 -3.154 -0.849
H 2.480 -3.164 -0.749
H 1.447 -2.290 -1.321
O 1.684 -0.668 -1.824
H 1.530 -0.139 -1.029
H 1.510 -0.108 -2.604
O 0.076 -2.609 1.456
H -0.450 -3.385 1.174
H 0.815 -2.693 0.812
O -2.791 -0.968 2.803
H -1.903 -1.364 2.771
H -2.892 -0.297 2.117
*
```

LUMO level = 0.01011 Ha
Frontier orbital gap = 9.7 eV
SMILES = CN(C)CCO.O.O.O.O.O

***

Which of them is most stable? Easy: i.

***

## i
Computed, not measured: a gas-phase ion, C4H11INO2 (charge +1), with wB97M-V/def2-TZVPD.

ORCA input file:
```
! RIJCOSX wB97M-V def2-TZVPD def2/J DEFGRID3
* xyz 1 1
C -0.136 -1.147 -1.843
O 0.161 -0.146 -0.933
C -0.567 -0.247 0.280
I -2.676 0.062 0.052
C 0.036 1.371 0.974
N -0.384 2.534 -0.008
O -0.311 -1.278 1.088
C 0.952 -1.898 1.193
H -0.843 -1.880 -1.411
H 0.771 -1.637 -2.416
H -0.521 -0.614 -2.675
H 1.101 1.328 0.809
H -0.229 1.441 1.943
H 0.048 3.463 0.235
H -1.384 2.690 -0.080
H 0.038 2.234 -0.958
H 0.729 -2.884 1.763
H 1.650 -1.237 1.761
H 1.563 -2.154 0.225
*
```

LUMO level = -0.12639 Ha
Frontier orbital gap = 10.0 eV
SMILES = COC(I)(C[NH3+])OC

***

## ii
Computed, not measured: 3 unconnected molecules or ions with the total composition C4H11INO2, with wB97M-V/def2-TZVPD.

ORCA input file:
```
! RIJCOSX wB97M-V def2-TZVPD def2/J DEFGRID3
* xyz 1 1
C 1.562 -0.266 -1.517
C 1.499 2.102 -0.802
C 1.226 0.826 -0.441
C -1.580 -2.009 1.280
N 0.816 0.593 0.898
O -0.682 -2.993 1.262
O -1.368 -0.847 1.199
I -3.918 0.790 -0.460
H 0.889 -1.092 -1.588
H 2.606 -0.431 -1.495
H 1.411 0.257 -2.413
H -2.519 -2.401 1.542
H 1.800 2.482 -1.779
H 1.428 2.841 0.022
H 0.565 1.566 1.307
H -4.163 2.304 -0.543
H -0.156 -0.001 0.947
H -0.962 -3.919 1.210
H 1.546 0.201 1.371
*
```

LUMO level = -0.10548 Ha
Frontier orbital gap = 9.8 eV

***

Which of them is most stable? Easy: ii.

***

## i
Computed, not measured: a gas-phase ion, C5H12N3 (charge +1), with wB97M-V/def2-TZVPD.

ORCA input file:
```
! RIJCOSX wB97M-V def2-TZVPD def2/J DEFGRID3
* xyz 1 1
C -0.383 0.556 -2.932
C -0.130 0.594 -1.404
C 1.220 0.879 -0.827
C 0.569 -0.450 -0.581
C 0.115 -0.613 0.989
N 0.682 -1.620 1.755
N -0.605 0.345 1.504
N -1.136 0.225 2.840
H 0.339 -0.162 -3.480
H -0.352 1.594 -3.181
H -1.379 0.358 -3.084
H -0.881 1.157 -1.065
H 1.391 1.783 -0.259
H 2.056 0.683 -1.561
H 0.800 -1.271 -1.144
H 1.378 -2.221 1.313
H 0.867 -1.411 2.781
H -0.559 -0.139 3.547
H -1.567 1.177 3.252
H -1.912 -0.455 2.792
*
```

LUMO level = -0.14133 Ha
Frontier orbital gap = 9.7 eV
SMILES = C[C@@H]1C[C@H]1/C(N)=N/[NH3+]

***

## ii
Computed, not measured: a gas-phase ion, C5H12N3 (charge +1), with wB97M-V/def2-TZVPD.

ORCA input file:
```
! RIJCOSX wB97M-V def2-TZVPD def2/J DEFGRID3
* xyz 1 1
C -3.519 0.383 -0.147
N -2.187 -0.162 -0.330
C -1.178 0.367 0.211
N 0.167 0.093 -0.045
C 1.114 -0.812 -0.553
C 1.065 -2.153 0.198
N 1.521 0.316 0.339
C 2.194 1.507 -0.156
H -3.886 0.045 0.851
H -3.351 1.482 -0.247
H -4.116 -0.149 -0.927
H -1.255 1.162 0.995
H 1.271 -0.666 -1.575
H 0.576 -1.898 1.089
H 2.154 -2.356 0.291
H 0.446 -2.669 -0.517
H 1.674 0.187 1.338
H 1.608 2.350 -0.371
H 2.985 1.752 0.632
H 2.718 1.220 -1.077
*
```

LUMO level = -0.11981 Ha
Frontier orbital gap = 9.9 eV
SMILES = C/N=C/N1[C@H](C)[N@H+]1C

***

Which of them is most stable? Easy: i.

***

## i
Computed, not measured: a single C18H20N2O4S molecule, with wB97M-V/def2-TZVPD.

ORCA input file:
```
! RIJCOSX wB97M-V def2-TZVPD def2/J DEFGRID3
* xyz 0 1
C 1.743 0.968 4.152
O 0.672 0.777 3.252
C 0.831 1.182 1.961
C -0.326 1.223 1.181
C -0.273 1.648 -0.128
C 0.934 2.028 -0.708
C 1.005 2.538 -2.122
C 0.749 1.457 -3.178
N -0.647 1.094 -3.240
C -1.083 -0.172 -3.361
O -0.346 -1.135 -3.447
C -2.592 -0.313 -3.325
S -3.120 -0.483 -1.582
C -2.430 -2.148 -1.194
C -1.458 -2.078 -0.066
C -1.901 -2.195 1.250
C -1.005 -2.158 2.297
C 0.348 -1.992 2.024
N 1.286 -1.973 3.106
O 0.883 -2.241 4.219
O 2.444 -1.701 2.848
C 0.803 -1.842 0.719
C -0.102 -1.890 -0.321
C 2.083 1.949 0.064
C 2.044 1.540 1.386
H 2.604 0.344 3.894
H 1.361 0.664 5.125
H 2.048 2.018 4.185
H -1.262 0.932 1.630
H -1.190 1.693 -0.696
H 0.274 3.340 -2.262
H 1.996 2.956 -2.302
H 1.310 0.548 -2.951
H 1.071 1.828 -4.160
H -1.316 1.846 -3.183
H -3.106 0.566 -3.707
H -2.913 -1.202 -3.867
H -3.282 -2.781 -0.948
H -1.945 -2.494 -2.103
H -2.956 -2.320 1.448
H -1.327 -2.254 3.322
H 1.858 -1.704 0.538
H 0.239 -1.793 -1.340
H 3.035 2.228 -0.366
H 2.959 1.501 1.954
*
```

LUMO level = -0.01098 Ha
Frontier orbital gap = 8.1 eV
SMILES = COc1ccc(CCNC(=O)CSCc2ccc([N+](=O)[O-])cc2)cc1

***

## ii
Computed, not measured: 2 unconnected molecules or ions with the total composition C18H20N2O4S, with wB97M-V/def2-TZVPD.

ORCA input file:
```
! RIJCOSX wB97M-V def2-TZVPD def2/J DEFGRID3
* xyz 0 1
C 4.185 0.321 2.732
H 4.353 -0.133 1.811
C 2.929 -0.378 3.345
H 2.598 0.004 4.213
H 2.747 -1.581 3.163
O 1.791 0.124 2.195
C 0.593 -0.404 2.251
O 0.498 -1.546 3.162
C -0.194 -0.271 1.216
C 0.254 -0.039 0.023
C -0.300 0.175 -1.100
C -1.763 0.075 -1.005
C -2.614 -0.067 0.286
C -1.555 -0.077 1.520
N -2.181 -0.327 2.701
C -3.553 -0.478 2.887
H -4.044 -1.197 2.121
C -3.622 -1.339 4.210
O -3.014 -0.762 5.469
C -1.703 -0.165 5.112
C -1.656 0.482 3.791
H -0.523 1.053 3.598
H -2.188 1.520 4.016
H -1.388 0.467 5.965
H -0.934 -1.404 5.017
H -4.609 -1.716 4.590
H -3.157 -2.337 4.069
H -4.066 0.222 3.125
H -3.523 0.220 0.367
H -2.591 0.358 -1.751
N 0.091 0.246 -2.367
C 1.269 0.135 -2.889
O 2.278 0.102 -2.081
C 1.319 0.420 -4.353
C 2.574 0.434 -5.011
C 2.667 0.653 -6.242
C 1.196 0.608 -6.716
S 0.125 0.963 -5.360
H 0.843 0.964 -7.709
H 3.468 0.749 -7.096
H 3.460 0.429 -4.383
H -0.623 0.688 -3.192
H 1.366 -0.033 -0.227
H 4.031 1.361 2.567
H 5.103 -0.124 3.246
*
```

LUMO level = -0.02433 Ha
Frontier orbital gap = 7.0 eV

***

Which of them is most stable? Easy: i.

***

## i
Computed, not measured: a molecular structure, C6H8LiMgO6, with wB97M-V/def2-TZVPD.

ORCA input file:
```
! RIJCOSX wB97M-V def2-TZVPD def2/J DEFGRID3
* xyz 0 2
Mg -0.255 1.216 0.835
O -0.543 -0.846 1.178
O 3.043 -1.333 0.338
C 3.876 -0.144 0.373
C 2.911 0.961 -0.013
O 1.635 0.258 -0.030
C 1.775 -1.062 0.193
H 4.255 -0.040 1.395
H 4.695 -0.286 -0.336
H 3.028 1.377 -1.017
H 2.925 1.799 0.690
Li 0.122 -2.332 -0.271
O -1.807 -2.034 -0.220
O -2.735 -0.448 1.105
C -3.623 0.129 0.140
C -2.914 1.341 -0.474
O -1.562 1.057 -0.621
C -1.668 -1.081 0.568
H -3.831 -0.625 -0.631
H -4.548 0.400 0.662
H -3.103 2.220 0.175
H -3.398 1.561 -1.445
*
```

LUMO level (alpha / beta) = -0.00610 / -0.00706 Ha
⟨S²⟩ = 0.75
Frontier orbital gap (alpha / beta) = 4.8 / 8.1 eV

***

## ii
Computed, not measured: a molecular structure, C6H8LiMgO6, with wB97M-V/def2-TZVPD.

ORCA input file:
```
! RIJCOSX wB97M-V def2-TZVPD def2/J DEFGRID3
* xyz 0 2
O -2.001 -1.031 -0.421
C -0.878 -0.702 -0.998
C -2.566 -0.286 0.696
O -0.095 -0.078 -0.107
O -2.478 1.686 -0.691
C -3.277 0.949 0.140
H -1.777 -0.013 1.404
H -3.276 -0.976 1.167
H -3.669 1.481 1.036
H -4.180 0.587 -0.403
O 1.834 -0.488 -1.356
C 1.196 0.404 -0.532
C 2.391 -1.506 -0.535
O 1.087 1.627 -0.999
O 1.988 0.442 0.660
C 2.778 -0.750 0.746
H 3.249 -1.940 -1.058
H 1.642 -2.287 -0.338
H 3.836 -0.465 0.766
H 2.519 -1.299 1.657
Li -0.799 2.112 -0.998
Mg 2.476 2.534 0.163
*
```

LUMO level (alpha / beta) = -0.01236 / -0.05298 Ha
⟨S²⟩ = 0.75
Frontier orbital gap (alpha / beta) = 7.3 / 6.2 eV

***

Which of them is most stable? Easy: i.

***

## i
Computed, not measured: a single H3N2OP molecule, with wB97M-V/def2-TZVPD.

ORCA input file:
```
! RIJCOSX wB97M-V def2-TZVPD def2/J DEFGRID3
* xyz 0 1
N 1.316 -0.325 -0.166
N 0.110 0.107 0.128
P -1.359 -0.662 0.060
O -2.216 0.725 0.038
H 1.524 -1.359 -0.142
H 2.117 0.237 0.236
H -1.493 1.276 -0.154
*
```

LUMO level = 0.01261 Ha
Frontier orbital gap = 8.3 eV
SMILES = N/N=P/O

***

## ii
Computed, not measured: 2 unconnected molecules or ions with the total composition H3N2OP, with wB97M-V/def2-TZVPD.

ORCA input file:
```
! RIJCOSX wB97M-V def2-TZVPD def2/J DEFGRID3
* xyz 0 1
N -0.766 -0.578 -0.204
N -0.581 0.508 -1.088
O 1.719 -0.198 2.199
P 1.756 -1.224 1.156
H -0.752 1.486 -0.844
H -0.920 0.206 -1.971
H -0.457 -0.200 0.751
*
```

LUMO level (alpha / beta) = -0.00818 / -0.03502 Ha
Frontier orbital gap (alpha / beta) = 8.5 / 6.4 eV

***

Which of them is most stable? Easy: i.

***

## i
Computed, not measured: a molecular structure, C34H39BFeO3S2, with wB97M-V/def2-TZVPD.

ORCA input file:
```
! RIJCOSX wB97M-V def2-TZVPD def2/J DEFGRID3
* xyz 0 5
C 3.625 2.652 0.478
C 2.321 2.232 1.028
C 2.133 1.970 2.391
C 0.811 1.843 2.777
C -0.085 1.956 1.636
B 1.551 -2.872 1.479
C -1.039 3.018 1.769
C -1.507 3.613 2.922
C -2.485 4.590 2.654
C -2.663 4.839 1.303
C -3.582 5.865 0.758
S -1.717 3.751 0.351
O 2.478 -2.531 0.539
C 3.760 -2.733 1.167
C 4.514 -3.615 0.186
C 4.331 -1.314 1.235
C 3.434 -3.376 2.583
C 3.705 -4.871 2.651
C 4.229 -2.785 3.735
O 1.970 -3.195 2.741
S 0.877 2.260 0.139
H 4.446 2.125 1.005
H 3.675 2.436 -0.592
H 3.775 3.743 0.560
H 2.996 1.947 3.061
H 0.479 1.771 3.817
H -1.168 3.368 3.922
H -3.067 5.131 3.397
H -3.824 6.561 1.562
H -3.109 6.410 -0.066
H -4.536 5.432 0.429
H 5.471 -3.932 0.601
H 3.904 -4.488 -0.082
H 4.709 -3.043 -0.724
H 5.398 -1.327 1.493
H 4.224 -0.862 0.239
H 3.768 -0.699 1.960
H 4.784 -5.032 2.541
H 3.436 -5.250 3.646
H 3.179 -5.451 1.878
H 5.288 -3.035 3.569
H 4.181 -1.696 3.832
H 3.935 -3.258 4.678
C -6.022 2.696 3.374
O -5.045 1.980 4.193
C -4.107 1.291 3.500
C -3.041 0.675 4.201
C -1.956 0.134 3.525
C -1.844 0.264 2.116
C -0.747 -0.020 1.182
C -1.130 -1.108 0.253
C -0.530 -2.444 0.063
C -1.241 -3.098 -1.037
C -2.410 -2.284 -1.372
C -2.348 -1.106 -0.549
Fe -2.360 -2.750 0.549
C -3.840 -2.586 1.826
C -2.585 -2.887 2.504
C -2.057 -4.116 1.946
C -2.994 -4.595 0.949
C -4.089 -3.650 0.866
C -2.913 0.924 1.471
C -4.106 1.224 2.084
H -6.704 3.065 4.130
H -5.577 3.559 2.848
H -6.553 2.038 2.668
H -3.092 0.672 5.298
H -1.176 -0.400 4.079
H 0.316 -0.062 1.347
H 0.374 -2.909 0.661
H -0.996 -4.050 -1.529
H -3.191 -2.460 -2.107
H -3.031 -0.276 -0.574
H -4.534 -1.785 2.072
H -2.171 -2.335 3.343
H -1.158 -4.632 2.281
H -2.967 -5.561 0.448
H -5.012 -3.789 0.306
H -2.766 1.209 0.430
H -4.908 1.596 1.465
*
```

LUMO level (alpha / beta) = 0.02102 / -0.06250 Ha
⟨S²⟩ = 6.07
Frontier orbital gap (alpha / beta) = 5.7 / 5.8 eV

***

## ii
Computed, not measured: a molecular structure, C34H39BFeO3S2, with wB97M-V/def2-TZVPD.

ORCA input file:
```
! RIJCOSX wB97M-V def2-TZVPD def2/J DEFGRID3
* xyz 0 5
C -4.665 -1.723 1.521
C -3.181 -1.663 1.488
C -2.370 -1.463 2.620
C -1.044 -1.851 2.386
C -0.856 -2.420 1.110
B -0.989 2.481 0.062
C -0.203 -3.666 0.966
C 0.743 -4.220 1.834
C 1.392 -5.359 1.303
C 0.932 -5.738 0.061
C 1.445 -6.942 -0.638
S -0.260 -4.636 -0.512
O -2.224 2.324 -0.517
C -3.153 2.857 0.461
C -4.140 3.690 -0.336
C -3.906 1.659 1.021
C -2.217 3.590 1.518
C -1.969 5.078 1.205
C -2.546 3.361 2.982
O -0.920 2.984 1.331
S -2.289 -2.153 0.096
H -4.989 -1.185 2.426
H -5.106 -1.280 0.612
H -5.002 -2.776 1.605
H -2.797 -1.110 3.570
H -0.224 -1.753 3.100
H 0.973 -3.798 2.817
H 2.187 -5.932 1.798
H 1.882 -7.612 0.112
H 0.662 -7.476 -1.168
H 2.196 -6.656 -1.385
H -4.899 4.130 0.323
H -3.640 4.477 -0.914
H -4.652 3.025 -1.048
H -4.725 2.033 1.653
H -4.329 1.074 0.190
H -3.260 0.965 1.581
H -2.847 5.707 1.395
H -1.144 5.425 1.846
H -1.643 5.240 0.162
H -3.523 3.796 3.217
H -2.556 2.291 3.237
H -1.772 3.827 3.607
C 4.540 -3.722 -0.419
O 4.039 -3.013 0.755
C 2.926 -2.258 0.561
C 2.571 -1.342 1.588
C 1.552 -0.448 1.366
C 0.841 -0.502 0.142
C 0.111 0.575 -0.370
C 0.352 0.947 -1.784
C -0.010 2.222 -2.458
C 0.493 2.189 -3.806
C 1.257 0.966 -3.988
C 1.200 0.223 -2.756
Fe 1.934 2.024 -2.437
C 3.786 1.702 -1.813
C 3.024 2.442 -0.825
C 2.503 3.637 -1.459
C 2.966 3.651 -2.836
C 3.757 2.456 -3.055
C 0.978 -1.658 -0.654
C 2.104 -2.419 -0.573
H 5.537 -4.034 -0.134
H 3.894 -4.599 -0.629
H 4.570 -3.050 -1.304
H 3.177 -1.336 2.495
H 1.308 0.306 2.113
H 0.220 1.539 0.310
H -0.641 3.017 -2.057
H 0.275 2.934 -4.576
H 1.739 0.604 -4.898
H 1.659 -0.746 -2.589
H 4.366 0.803 -1.614
H 2.960 2.200 0.233
H 1.965 4.437 -0.953
H 2.816 4.464 -3.547
H 4.302 2.205 -3.964
H 0.248 -1.838 -1.434
H 2.307 -3.182 -1.330
*
```

LUMO level (alpha / beta) = 0.01947 / -0.04862 Ha
⟨S²⟩ = 6.10
Frontier orbital gap (alpha / beta) = 5.7 / 6.6 eV

***

Which of them is most stable? Easy: ii.

***

## i
Computed, not measured: 2 unconnected molecules or ions with the total composition CH3O2S, with wB97M-V/def2-TZVPD.

ORCA input file:
```
! RIJCOSX wB97M-V def2-TZVPD def2/J DEFGRID3
* xyz -1 1
C -0.566 -0.223 -0.964
O 1.406 -1.006 0.392
O 1.387 1.472 -0.127
S 0.688 0.245 0.086
H -1.382 0.345 -0.905
H -0.851 -1.214 -0.770
H -0.682 0.382 2.288
*
```

LUMO level (alpha / beta) = 0.14248 / 0.13233 Ha
Frontier orbital gap (alpha / beta) = 7.6 / 6.1 eV

***

## ii
Computed, not measured: a gas-phase ion, CH3O2S (charge -1), with wB97M-V/def2-TZVPD.

ORCA input file:
```
! RIJCOSX wB97M-V def2-TZVPD def2/J DEFGRID3
* xyz -1 1
C -0.130 -0.089 -0.917
S 1.298 0.096 0.038
O 2.036 -1.286 -0.182
O 2.108 1.303 -0.047
H -0.883 0.672 -0.455
H -0.386 -1.099 -0.489
H 0.803 0.141 1.586
*
```

LUMO level = 0.15156 Ha
Frontier orbital gap = 7.6 eV
SMILES = C=[S@@H](=O)[O-]

***

Which of them is most stable? Easy: ii.